1.
{
  "formula": "C3H6BrN2O",
  "method": "ωB97M-V/def2-TZVPD",
  "elements": ["C", "C", "C", "N", "N", "O", "Br", "H", "H", "H", "H", "H", "H"],
  "coordinates": [[0.9428, 0.4869, -0.9028], [-1.0082, -0.5220, -1.2825], [-0.6749, 0.3438, 1.0807], [-0.2291, 0.1787, -0.3147], [0.8181, 0.3268, -2.2149], [-0.3950, -0.2757, -2.5409], [-2.8837, -0.0204, -1.2313], [1.8005, 0.9460, -0.4428], [-0.9218, -2.4321, -0.8062], [-1.5483, -0.3771, 1.3862], [0.1546, 0.1260, 1.8930], [-1.0808, 1.3588, 1.3614], [1.6003, 0.1609, -2.8478]],
  "lowdin_charge": [0.04, -0.71, -0.06, -0.14, 0.12, -0.04, 0.80, 0.18, 0.24, 0.12, 0.14, 0.11, 0.20],
  "homo_energy_ev": [-13.4, -13.5],
  "lumo_energy_ev": [-5.01, -5.04],
  "charge": 1
}

---

2.
{
  "formula": "C3H6BrN3O",
  "method": "ωB97M-V/def2-TZVPD",
  "elements": ["C", "N", "N", "N", "O", "H", "H", "H", "C", "C", "Br", "H", "H", "H"],
  "coordinates": [[1.3113, -2.3898, 0.2297], [1.2112, -1.0790, -0.3679], [1.4857, -0.0872, 0.3076], [1.1303, 0.9100, 0.7492], [1.5220, 1.9654, 1.2124], [0.4859, -2.6759, 0.9441], [1.1279, -3.0623, -0.6629], [2.2121, -2.7278, 0.7411], [-1.4875, 1.6969, -1.2499], [-1.7585, 1.5480, 0.0309], [-2.7022, -0.0066, 0.7654], [-1.6758, 0.8641, -1.9421], [-1.1910, 2.7261, -1.5380], [-1.6716, 2.3180, 0.7803]],
  "lowdin_charge": [-0.13, -0.01, 0.02, -0.10, -0.01, 0.08, 0.09, 0.07, -0.10, -0.64, 0.56, 0.06, 0.08, 0.04],
  "homo_energy_ev": [-9.0, -9.0],
  "lumo_energy_ev": [-0.32, -0.32],
  "charge": 0,
  "smiles": "C/N=N/N=O.C=CBr"
}

---

3.
{
  "formula": "C3H6BrN3O",
  "method": "ωB97M-V/def2-TZVPD",
  "elements": ["C", "C", "C", "N", "N", "N", "O", "Br", "H", "H", "H", "H", "H", "H"],
  "coordinates": [[0.0600, -1.4218, 0.3127], [3.4615, 0.6518, 0.5733], [-0.9204, 0.5047, -0.7651], [1.2864, 0.5241, 0.0098], [0.1446, -0.1997, -0.1335], [2.4908, -0.1207, 0.1218], [2.6370, -1.1883, -0.4389], [5.1014, 0.0438, -0.0430], [-0.9885, -1.8573, 0.2054], [0.7468, -1.8970, 1.0440], [3.4040, 1.6098, 0.9422], [-0.6131, 1.5323, -0.6024], [-1.0057, 0.3745, -1.8281], [-1.8821, 0.2070, -0.3673]],
  "lowdin_charge": [0.07, -0.54, -0.02, 0.05, -0.25, -0.47, -0.12, 0.74, 0.11, 0.11, 0.03, 0.10, 0.10, 0.09],
  "homo_energy_ev": [-7.8, -7.8],
  "lumo_energy_ev": [-0.08, -0.08],
  "charge": 0
}

---

4.
{
  "formula": "C3H6BrNO2S",
  "method": "ωB97M-V/def2-TZVPD",
  "elements": ["C", "C", "C", "N", "O", "O", "S", "Br", "H", "H", "H", "H", "H", "H"],
  "coordinates": [[-1.3753, -2.1947, -1.3571], [0.3339, -0.3377, -0.0045], [0.9009, 0.1285, 1.0653], [1.4673, 2.3238, 2.5125], [3.4317, 0.9452, 1.6812], [2.2406, 2.2595, 0.0187], [2.1970, 1.4678, 1.1956], [0.7150, -0.4938, 2.7951], [-1.3051, -3.0726, -0.6754], [-2.1217, -1.4161, -1.0145], [-0.7102, -2.0834, -2.1330], [0.3342, -0.1512, -1.0607], [0.9507, 3.0003, 2.0933], [2.0394, 2.6322, 3.3261]],
  "lowdin_charge": [0.08, 0.06, -0.88, -0.11, -0.31, -0.29, 0.53, 0.79, 0.01, 0.02, -0.05, 0.05, 0.01, 0.10],
  "homo_energy_ev": [-9.3, -9.8],
  "lumo_energy_ev": [-1.45, -0.19],
  "charge": 0
}

---

5.
{
  "formula": "C3H6BrNO3",
  "method": "ωB97M-V/def2-TZVPD",
  "elements": ["C", "C", "C", "N", "O", "O", "O", "Br", "H", "H", "H", "H", "H", "H"],
  "coordinates": [[1.3313, 0.4775, 1.8619], [0.1364, 0.1287, -1.3908], [-0.9650, -0.2186, -0.4647], [-1.2505, -1.4998, -0.0493], [-2.1643, -1.6808, 0.7703], [-0.3753, -2.3034, -0.2749], [0.6318, 1.3966, -1.2770], [-2.1446, 1.1091, 0.2121], [1.5789, -0.5261, 1.5780], [0.5143, 0.7601, 2.6020], [1.9543, 1.3348, 1.4830], [0.9377, -0.7382, -1.1902], [-0.0682, -0.2081, -2.4424], [-0.1167, 1.9681, -1.4179]],
  "lowdin_charge": [0.06, -0.33, -0.53, -0.45, -0.01, 0.06, -0.05, 0.87, -0.02, 0.02, 0.01, 0.17, 0.15, 0.06],
  "homo_energy_ev": [-9.0, -9.5],
  "lumo_energy_ev": [-2.26, -0.14],
  "charge": 0
}

---

6.
{
  "formula": "C3H6BrNS",
  "method": "ωB97M-V/def2-TZVPD",
  "elements": ["C", "C", "C", "N", "S", "Br", "H", "H", "H", "H", "H", "H"],
  "coordinates": [[-0.0113, -0.9652, -0.0328], [1.0938, 0.1784, 0.0604], [-1.1761, -0.4853, -0.7046], [0.6817, 1.3199, 0.7873], [-0.3316, 2.3269, -0.2507], [-2.9075, -0.4756, 0.0487], [0.4574, -1.9246, -0.6241], [-0.4460, -1.4397, 0.8852], [1.8905, -0.3173, 0.5681], [1.4480, 0.3405, -0.9689], [-1.0579, 0.2457, -1.5035], [0.3590, 1.1962, 1.7349]],
  "lowdin_charge": [-0.32, -0.36, -0.68, -0.42, 0.59, 0.66, 0.17, 0.10, 0.09, 0.11, -0.01, 0.07],
  "homo_energy_ev": [-8.7, -8.0],
  "lumo_energy_ev": [-0.18, -1.19],
  "charge": 0
}

---

7.
{
  "formula": "C3H6BrO2P",
  "method": "ωB97M-V/def2-TZVPD",
  "elements": ["C", "C", "C", "O", "O", "P", "Br", "H", "H", "H", "H", "H", "H"],
  "coordinates": [[0.0316, 0.7210, -0.5558], [2.2010, 0.1605, -0.1815], [-1.2399, 1.1014, -0.0778], [0.1867, 0.4287, -1.7198], [0.9787, 0.5745, 0.3553], [-1.6055, -2.0071, 0.2366], [-1.2153, -1.8621, 2.4205], [2.5495, 0.9981, -0.8814], [2.0102, -0.6850, -0.8278], [2.8458, -0.2211, 0.6186], [-1.5946, 1.3159, 0.8588], [-2.0434, 1.2675, -0.7363], [-3.1048, -1.7922, 0.4906]],
  "lowdin_charge": [-0.69, -0.07, 0.13, 0.06, -0.07, 0.34, 0.05, 0.13, 0.08, 0.10, 0.04, 0.06, -0.16],
  "homo_energy_ev": [-8.7, -9.5],
  "lumo_energy_ev": [-1.26, -1.48],
  "charge": 0
}

---

8.
{
  "formula": "C3H6BrO2P",
  "method": "ωB97M-V/def2-TZVPD",
  "elements": ["C", "O", "C", "O", "P", "C", "Br", "H", "H", "H", "H", "H", "H"],
  "coordinates": [[-0.8359, -1.9663, -0.3342], [0.0950, -1.0411, -0.9347], [1.2036, -0.8108, -0.2553], [1.4685, -1.3594, 0.7997], [2.2313, 0.4780, -1.0632], [1.0873, 1.6802, 0.4977], [4.1453, -0.0877, -0.0712], [-1.4360, -2.3296, -1.1606], [-1.3254, -1.5135, 0.5682], [-0.1487, -2.8539, 0.0177], [0.1545, 2.2482, 0.0902], [1.8397, 2.3583, 0.6852], [0.7405, 0.9315, 1.2654]],
  "lowdin_charge": [-0.04, -0.13, -0.91, -0.04, 0.64, -0.13, 0.25, 0.08, 0.11, 0.13, 0.06, -0.05, 0.04],
  "homo_energy_ev": -9.5,
  "lumo_energy_ev": 0.12,
  "charge": 0,
  "smiles": "COC(=O)P(C)Br"
}

---

9.
{
  "formula": "C3H6BrO4S",
  "method": "ωB97M-V/def2-TZVPD",
  "elements": ["C", "C", "C", "O", "O", "O", "O", "S", "Br", "H", "H", "H", "H", "H", "H"],
  "coordinates": [[-0.8094, -0.6117, -0.2570], [0.3423, 0.1886, -0.8452], [1.5493, -0.1033, -0.0595], [2.3751, 2.3617, 0.6260], [2.8440, 1.3233, -1.5879], [4.2000, 0.7656, 0.3937], [1.1796, 0.1126, 1.9290], [2.9078, 1.2063, -0.1290], [2.3066, -1.7318, 0.0653], [-1.8069, -0.0519, -0.1680], [-0.9874, -1.4852, -0.9138], [-0.4746, -0.9569, 0.7850], [0.0300, 1.2678, -0.7334], [0.4239, 0.0453, -1.9973], [1.3655, 1.0985, 2.0580]],
  "lowdin_charge": [-0.16, -0.34, -0.82, -0.39, -0.38, -0.38, -0.29, 0.38, 0.87, 0.09, 0.06, 0.07, 0.13, 0.15, 0.02],
  "homo_energy_ev": -5.5,
  "lumo_energy_ev": 3.16,
  "charge": -1
}

---

10.
{
  "formula": "C3H6BrOP",
  "method": "ωB97M-V/def2-TZVPD",
  "elements": ["C", "C", "C", "O", "P", "Br", "H", "H", "H", "H", "H", "H"],
  "coordinates": [[1.4496, -0.7014, 0.1510], [0.4908, 0.4315, 0.1231], [-0.9929, -0.0132, -0.6452], [-1.9140, 2.1161, 0.4224], [-2.4243, 1.1367, -0.5474], [-2.0827, -1.2729, 0.4900], [2.3286, -0.3786, 0.8653], [1.1269, -1.6050, 0.6753], [1.9204, -1.0751, -0.7610], [0.3436, 0.7305, 1.1510], [0.8409, 1.3343, -0.3280], [-1.0869, -0.7029, -1.5966]],
  "lowdin_charge": [-0.17, -0.27, -0.77, -0.51, 0.67, 0.57, 0.11, 0.06, 0.07, 0.09, 0.09, 0.06],
  "homo_energy_ev": -9.5,
  "lumo_energy_ev": -0.20,
  "charge": 0
}

---

Per-record E, eV: -78265.6896, -79762.0289, -79762.4263, -89664.7268, -80875.8386, -85572.7004, -86631.6571, -86633.2611, -92275.3007, -84585.8176
Per-record ΔE to the lowest compared entry with this formula, charge and spin, kcal/mol: 87.4, 85.4, 76.3, 98.6, 106.5, 56.2, 61.9, 24.9, 72.4, 12.4